(1)
Computed, not measured: a molecular structure, C16H28Cl8Mg2O8 at a distorted geometry, with the ωB97M-V functional and the def2-TZVPD basis.

Calculated values
E_LUMO, eV: -0.99
Max |F|, eV Å⁻¹: 2.5
Relative energy (zero: lowest compared OMol25 entry of this formula, charge and spin), kcal per mole: 0.00
Highest occupied orbital energy, eV: -9.98

```
! wB97M-V def2-TZVPD RIJCOSX def2/J DEFGRID3
* xyz 0 1
Mg 2.52422 -1.10188 0.05467
Mg 0.74194 -0.35740 -2.64726
C 5.57434 0.36447 2.01655
C 4.41768 -0.15550 1.22977
O 4.54182 -1.01894 0.32074
O 3.22030 0.29937 1.30248
H 5.67734 -0.17955 2.95727
H 5.30390 1.35393 2.40112
H 6.48004 0.43877 1.42893
C -1.44027 0.18952 0.99630
C -0.32259 -0.14409 0.01093
O 0.61068 -0.87618 0.41842
O -0.41231 0.25810 -1.17757
H -1.26046 -0.28327 1.95651
H -2.39994 -0.11495 0.58492
H -1.43263 1.26722 1.16547
C 1.95762 -4.42810 -2.56909
C 1.68758 -3.11519 -1.88615
O 2.35223 -2.82529 -0.86920
O 0.87331 -2.28227 -2.39602
H 1.95942 -4.42728 -3.65273
H 1.16278 -5.11075 -2.24300
H 2.86449 -4.85943 -2.15345
C 4.22029 1.71585 -1.79412
C 2.91415 1.10665 -2.22611
O 2.27218 1.62418 -3.16143
O 2.50315 0.01843 -1.70917
H 4.53813 2.45340 -2.52479
H 4.98526 0.93675 -1.78461
H 4.13494 2.14226 -0.79560
Cl -0.51595 3.23240 -2.95182
C -0.24919 3.78535 -1.28312
C -1.51775 3.70908 -0.44610
Cl -2.76981 4.83473 -1.04654
H 0.02070 4.83667 -1.32404
H 0.50251 3.17588 -0.78660
H -1.28908 3.99234 0.58187
H -1.94209 2.70896 -0.39138
Cl -4.56408 2.51522 -4.72249
C -3.72772 1.87596 -3.27993
C -4.66189 1.08715 -2.39691
Cl -5.90397 2.05651 -1.59182
H -3.41521 2.75721 -2.71922
H -2.80768 1.37284 -3.55793
H -4.13499 0.50222 -1.64503
H -5.23950 0.38852 -3.00444
Cl -1.52969 -1.44236 6.15124
C -1.52893 -0.14732 4.93714
C -1.38200 1.23162 5.56489
Cl -2.66371 1.58754 6.73397
H -2.41238 -0.26275 4.31405
H -0.66532 -0.27659 4.28154
H -1.50991 1.97661 4.78291
H -0.43485 1.29480 6.09004
Cl -2.70403 -3.84829 2.48899
C -1.54411 -3.62201 1.16943
C -2.19294 -3.89591 -0.17133
Cl -3.49608 -2.71773 -0.55084
H -0.67402 -4.26036 1.32539
H -1.15344 -2.61111 1.28324
H -2.65247 -4.87862 -0.09119
H -1.49005 -3.84741 -0.99779
*
```

=====

(2)
Computed, not measured: a molecular structure, C16H28F5NO9P2TeZr at a distorted geometry, with the ωB97M-V functional and the def2-TZVPD basis.

Calculated values
E_LUMO, eV: -7.41
Max |F|, eV Å⁻¹: 6.5
Relative energy (zero: lowest compared OMol25 entry of this formula, charge and spin), kcal per mole: 81.50
Highest occupied orbital energy, eV: -16.25

```
! wB97M-V def2-TZVPD RIJCOSX def2/J DEFGRID3
* xyz 2 1
Zr -0.55139 -0.19360 0.11848
O -2.76982 0.16740 -3.85448
C -2.14464 0.29626 -2.72340
O -1.61185 -0.61185 -2.09972
C -2.09205 1.67012 -2.14037
C -2.67341 2.83245 -2.60156
C -2.56669 3.97072 -1.79973
C -1.93395 3.90335 -0.56604
C -1.35467 2.69693 -0.20399
N -1.41504 1.63104 -0.99477
C -0.72303 2.21898 1.09939
O -1.26666 2.39695 2.15842
O 0.30194 1.43360 0.86194
H -2.79754 -0.75151 -4.16503
H -3.20119 2.85005 -3.54497
H -3.00214 4.90521 -2.12747
H -1.88295 4.75982 0.09199
C -2.48223 -0.25828 3.56340
P -3.34866 -0.26180 1.98980
C -4.46042 1.15097 2.00539
C -4.28735 -1.77895 1.79622
O -2.42114 -0.10882 0.73960
H -3.22410 -0.07427 4.34354
H -1.75215 0.54742 3.57678
H -1.99610 -1.21092 3.75765
H -5.23971 1.00020 2.75291
H -4.92864 1.26781 1.02775
H -3.89184 2.04749 2.25303
H -5.00320 -1.87761 2.61293
H -3.60543 -2.62869 1.80937
H -4.82528 -1.76086 0.84845
C 5.68088 -1.57213 -1.53639
C 4.32548 -1.81972 -2.15311
O 3.31412 -0.99519 -1.46576
P 1.84609 -1.50218 -1.20729
O 1.00286 -0.05491 -1.46075
C 1.46204 0.96784 -2.41403
C 2.28995 2.04179 -1.73988
O 1.68605 -1.19489 0.52040
C 2.67402 -0.43843 1.33997
C 3.79092 -1.31980 1.84579
H 6.44252 -2.04521 -2.15483
H 5.75390 -1.99157 -0.53538
H 5.89068 -0.50364 -1.49168
H 4.03955 -2.87048 -2.08866
H 4.31510 -1.51348 -3.19741
H 0.55979 1.38258 -2.85602
H 2.03286 0.46765 -3.19391
H 1.79302 2.39805 -0.84099
H 2.42154 2.88168 -2.42183
H 3.27605 1.66342 -1.47529
H 2.10303 0.00305 2.15079
H 3.04480 0.35834 0.69832
H 3.45566 -1.98921 2.63278
H 4.57448 -0.68138 2.25368
H 4.21541 -1.91397 1.04006
F -0.27382 -4.59821 0.85994
Te 0.29549 -2.83766 1.12055
F -0.16107 -0.87457 2.01319
F 1.87636 -3.68222 0.48050
F -1.22784 -2.96553 2.25927
F 1.23707 -2.85476 2.72777
O -0.58566 -2.17490 -0.29530
*
```

=====

(3)
Computed, not measured: a molecular structure, C16H28HfN2O5S2 at a distorted geometry, with the ωB97M-V functional and the def2-TZVPD basis.

Calculated values
E_LUMO, eV: -17.73
Max |F|, eV Å⁻¹: 3.6
Highest occupied orbital energy, eV: -19.54

```
! wB97M-V def2-TZVPD RIJCOSX def2/J DEFGRID3
* xyz 4 1
C 0.26201 3.24342 -0.35483
C -0.75029 2.67015 0.60838
O -0.06575 1.97546 1.63877
C -1.71559 1.68782 -0.07016
C -2.51296 1.02466 0.96753
O -3.67634 1.69705 1.35603
C -4.22462 0.86936 2.34171
O -4.86866 1.16256 3.30378
O -3.82844 -0.46926 2.01062
C -3.15371 -0.45138 0.78310
C -4.42763 -0.52729 -0.23146
C -4.09857 -0.86499 -1.64268
N -4.18014 0.20039 -2.54540
C -2.27911 -1.72033 0.88132
C -1.03745 -1.85541 -0.03033
C 0.28707 -1.44704 0.66641
S 1.53066 -2.78993 0.41953
C 3.11474 -2.07469 0.54078
S 4.09846 -2.65587 1.83215
N 3.55302 -1.15378 -0.32509
C 4.78306 -1.59283 -1.05641
C 5.30778 -0.48473 -1.98089
O 5.37272 0.78864 -1.38387
C 4.20093 1.12137 -0.71966
C 3.97154 0.10516 0.39729
H 0.88263 2.45722 -0.76907
H 0.92060 3.87756 0.23540
H -0.18300 3.89129 -1.09928
H -1.36081 3.48409 1.01277
H 0.40618 2.65353 2.13423
H -1.10790 1.01646 -0.67044
H -2.32383 2.27858 -0.74638
H -1.98600 0.91199 1.92670
H -5.04805 0.36032 -0.18129
H -5.01636 -1.34586 0.17574
H -4.91964 -1.57781 -1.97785
H -3.16111 -1.42336 -1.77390
H -4.39158 -0.07029 -3.51254
H -4.87548 0.89832 -2.27814
H -2.96169 -2.55196 0.75987
H -1.94732 -1.72582 1.90942
H -1.11026 -1.33637 -0.97833
H -0.96144 -2.90844 -0.27699
H 0.13961 -1.30086 1.72663
H 0.70957 -0.52421 0.28480
H 4.57689 -2.45221 -1.68283
H 5.59348 -1.86151 -0.37975
H 6.32616 -0.76656 -2.21296
H 4.77618 -0.47776 -2.92915
H 4.28936 2.10243 -0.27746
H 3.33959 1.05573 -1.38324
H 3.24533 0.42761 1.13403
H 4.91956 -0.10938 0.88301
Hf 5.56661 -3.44125 3.54039
*
```

=====

(4)
Computed, not measured: a gas-phase ion, C16H28IN3O4P (charge -1) at a distorted geometry, with the ωB97M-V functional and the def2-TZVPD basis.

Calculated values
E_LUMO, eV: 2.07
Max |F|, eV Å⁻¹: 2.4
Highest occupied orbital energy, eV: -4.32

```
! wB97M-V def2-TZVPD RIJCOSX def2/J DEFGRID3
* xyz -1 1
C 3.28080 2.61271 0.23125
C 1.92541 2.85318 0.91013
C 0.71244 2.51244 0.02196
C 0.65016 0.99416 -0.28423
C 0.94516 0.85567 -1.79491
C -0.64070 0.25627 0.16623
C -1.40020 0.87231 1.35707
C -2.75897 1.55551 1.09824
C -2.71900 3.05193 0.76178
I -2.69546 3.55449 -1.31025
C -1.60668 -0.17095 -0.93812
O -1.90337 0.39706 -1.96391
N -2.23885 -1.41206 -0.61786
C -1.55133 -1.95166 0.60989
C -1.64526 -3.51315 0.65085
O -0.93361 -4.17819 1.42450
O -2.48109 -3.96751 -0.16197
C -0.20308 -1.22932 0.61118
C 0.79477 -1.99454 -0.26842
C 0.25208 -2.58929 -1.56830
C 1.45799 -3.06618 -2.39197
N 1.55704 -2.64459 -3.76561
O 2.29764 -3.78858 -1.90021
P 0.75704 -1.16655 2.23535
N 0.74615 -2.43805 3.14337
H 3.99770 3.32586 0.62258
H 3.20372 2.76807 -0.83806
H 3.62960 1.61158 0.45813
H 1.81306 2.31603 1.85182
H 1.85638 3.91490 1.14510
H -0.15294 2.92388 0.52470
H 0.84958 3.08467 -0.89118
H 1.52125 0.56638 0.20038
H 1.25072 -0.14191 -2.08366
H 0.15099 1.26653 -2.40286
H 1.81195 1.48788 -1.97519
H -1.59353 0.12401 2.11389
H -0.79456 1.60859 1.87652
H -3.25878 1.55422 2.06882
H -3.43536 1.01554 0.44240
H -1.93285 3.54287 1.31862
H -3.63838 3.47515 1.14586
H -3.15493 -1.10831 -0.30690
H -2.23967 -1.66211 1.40605
H 1.14769 -2.83888 0.32556
H 1.69888 -1.43595 -0.49645
H -0.26437 -1.87403 -2.19906
H -0.38078 -3.46288 -1.43033
H 0.61374 -2.43106 -4.07239
H 2.07171 -1.77014 -3.79065
H 0.33458 -0.04619 2.98608
H 2.07496 -0.94107 1.76382
H 0.38704 -2.23640 4.06556
*
```

=====

> Which of these has the lowest max |F|?

C16H28IN3O4P

=====

> What is the formula in the second record?

C16H28F5NO9P2TeZr

=====

Repeat the second record exactly.
Computed, not measured: a molecular structure, C16H28F5NO9P2TeZr at a distorted geometry, with the ωB97M-V functional and the def2-TZVPD basis.

Calculated values
E_LUMO, eV: -7.41
Max |F|, eV Å⁻¹: 6.5
Relative energy (zero: lowest compared OMol25 entry of this formula, charge and spin), kcal per mole: 81.50
Highest occupied orbital energy, eV: -16.25

```
! wB97M-V def2-TZVPD RIJCOSX def2/J DEFGRID3
* xyz 2 1
Zr -0.55139 -0.19360 0.11848
O -2.76982 0.16740 -3.85448
C -2.14464 0.29626 -2.72340
O -1.61185 -0.61185 -2.09972
C -2.09205 1.67012 -2.14037
C -2.67341 2.83245 -2.60156
C -2.56669 3.97072 -1.79973
C -1.93395 3.90335 -0.56604
C -1.35467 2.69693 -0.20399
N -1.41504 1.63104 -0.99477
C -0.72303 2.21898 1.09939
O -1.26666 2.39695 2.15842
O 0.30194 1.43360 0.86194
H -2.79754 -0.75151 -4.16503
H -3.20119 2.85005 -3.54497
H -3.00214 4.90521 -2.12747
H -1.88295 4.75982 0.09199
C -2.48223 -0.25828 3.56340
P -3.34866 -0.26180 1.98980
C -4.46042 1.15097 2.00539
C -4.28735 -1.77895 1.79622
O -2.42114 -0.10882 0.73960
H -3.22410 -0.07427 4.34354
H -1.75215 0.54742 3.57678
H -1.99610 -1.21092 3.75765
H -5.23971 1.00020 2.75291
H -4.92864 1.26781 1.02775
H -3.89184 2.04749 2.25303
H -5.00320 -1.87761 2.61293
H -3.60543 -2.62869 1.80937
H -4.82528 -1.76086 0.84845
C 5.68088 -1.57213 -1.53639
C 4.32548 -1.81972 -2.15311
O 3.31412 -0.99519 -1.46576
P 1.84609 -1.50218 -1.20729
O 1.00286 -0.05491 -1.46075
C 1.46204 0.96784 -2.41403
C 2.28995 2.04179 -1.73988
O 1.68605 -1.19489 0.52040
C 2.67402 -0.43843 1.33997
C 3.79092 -1.31980 1.84579
H 6.44252 -2.04521 -2.15483
H 5.75390 -1.99157 -0.53538
H 5.89068 -0.50364 -1.49168
H 4.03955 -2.87048 -2.08866
H 4.31510 -1.51348 -3.19741
H 0.55979 1.38258 -2.85602
H 2.03286 0.46765 -3.19391
H 1.79302 2.39805 -0.84099
H 2.42154 2.88168 -2.42183
H 3.27605 1.66342 -1.47529
H 2.10303 0.00305 2.15079
H 3.04480 0.35834 0.69832
H 3.45566 -1.98921 2.63278
H 4.57448 -0.68138 2.25368
H 4.21541 -1.91397 1.04006
F -0.27382 -4.59821 0.85994
Te 0.29549 -2.83766 1.12055
F -0.16107 -0.87457 2.01319
F 1.87636 -3.68222 0.48050
F -1.22784 -2.96553 2.25927
F 1.23707 -2.85476 2.72777
O -0.58566 -2.17490 -0.29530
*
```